# 1
Below is a molecular structure, C74H179BaF3N23O24S at a distorted geometry, with properties calculated with ωB97M-V with the def2-TZVPD basis set.

Properties
HOMO-LUMO gap	8.172	eV
2S+1	1
max |F|	4.5	eV/A
net charge	+1
molar mass	2001.8	g/mol
HOMO energy	-9.69	eV

Geometry (Å):
Ba  3.31240  3.24143  -2.03086
C  0.93388  1.23264  2.17595
F  1.01981  2.47647  2.49775
F  2.12996  0.65030  2.58770
F  -0.02319  0.66023  2.86424
S  0.75843  1.06189  0.33976
O  1.07224  -0.34130  0.07853
O  -0.55154  1.47420  -0.01459
O  1.81738  2.01296  -0.05400
C  5.44945  -2.03931  -5.85280
O  4.77731  -1.10573  -6.17574
N  6.84794  -2.13909  -6.24226
N  5.04904  -3.00957  -5.00917
H  7.18696  -3.04207  -6.51386
H  7.06522  -1.33249  -6.86861
H  3.98744  -3.10365  -4.83681
H  5.59605  -3.79448  -4.71692
C  8.31759  -1.76970  -1.52525
O  8.34927  -0.53553  -1.72505
N  8.39749  -2.60910  -2.60920
N  8.13727  -2.37672  -0.32268
H  8.01469  -3.51538  -2.43981
H  8.47405  -2.25624  -3.54430
H  7.94719  -3.36026  -0.25916
H  7.85686  -1.73408  0.41310
C  1.73173  5.73106  -0.09218
O  2.81931  5.17940  -0.22707
N  1.53839  7.07596  -0.14897
N  0.61764  4.92451  0.17088
H  0.55355  7.33058  0.09546
H  2.38053  7.68490  -0.19306
H  -0.22124  5.36884  0.38104
H  0.74356  3.92093  0.02579
C  0.16404  3.63025  -3.73909
O  1.22251  4.00038  -3.25734
N  -0.07919  3.53274  -5.08691
N  -0.81557  2.97822  -2.96883
H  0.54635  4.09866  -5.66794
H  -1.00300  3.25185  -5.47894
H  -1.63580  2.62908  -3.48315
H  -0.80945  2.96842  -1.95663
C  -2.89309  -0.53410  -2.59561
O  -3.19829  -0.98967  -3.69102
N  -1.64485  -0.67724  -2.04144
N  -3.81232  0.18231  -1.87512
H  -1.42032  -0.09296  -1.19305
H  -0.84606  -1.03007  -2.60475
H  -4.76019  -0.24440  -1.99759
H  -3.55624  0.10711  -0.92426
C  2.05803  0.13579  -4.08343
O  2.55439  1.15788  -3.61194
N  2.13281  -0.05722  -5.42940
N  1.23707  -0.62648  -3.31653
H  3.05071  0.33142  -5.72437
H  1.92097  -0.97961  -5.72481
H  1.24795  -0.39210  -2.34838
H  0.87774  -1.51843  -3.67256
C  4.88751  -5.13332  -1.61917
O  5.32303  -5.45440  -2.71419
N  5.19421  -3.93769  -1.07957
N  4.25461  -6.01633  -0.76429
H  4.61256  -3.75243  -0.25643
H  5.39767  -3.21036  -1.70946
H  3.70541  -5.67271  0.01532
H  4.01624  -6.93611  -1.07244
C  -4.77870  1.41209  3.79001
O  -4.34498  0.32692  3.00334
C  -3.08588  0.60826  2.35408
C  -2.62669  -0.72608  1.75996
N  -3.42169  -1.26009  0.70371
C  -4.55860  -1.98266  1.14259
C  -5.54356  -2.42786  0.01333
O  -4.92692  -2.72225  -1.17849
C  -5.88886  -3.14052  -2.27806
H  -4.87610  2.36440  3.24545
H  -4.21944  1.64989  4.70925
H  -5.76110  1.09752  4.06013
H  -2.41890  0.91777  3.10218
H  -3.18193  1.38694  1.56574
H  -2.47309  -1.41131  2.66282
H  -1.61130  -0.54527  1.43313
H  -2.79302  -1.71735  0.02204
H  -5.21985  -1.35730  1.76970
H  -4.30244  -2.86066  1.70299
H  -6.25916  -1.58536  -0.18757
H  -5.98698  -3.29619  0.48894
H  -6.47488  -3.91915  -1.81333
H  -5.23052  -3.53611  -2.97304
H  -6.54203  -2.35659  -2.71873
C  4.27156  3.30036  1.70815
O  4.69138  2.55927  0.54145
C  5.10362  1.25076  0.69338
C  4.76851  0.53760  -0.57003
N  5.38060  1.13231  -1.73309
C  5.38832  0.43667  -3.07414
C  6.38438  1.10772  -3.94920
O  5.87173  2.35289  -4.18489
C  6.73143  3.38955  -4.62563
H  4.33645  4.38233  1.50432
H  4.93743  3.01793  2.51834
H  3.22242  3.03158  1.86932
H  4.50923  0.71743  1.54467
H  6.22950  1.29363  0.83789
H  3.65940  0.46970  -0.65152
H  5.00691  -0.57841  -0.38822
H  6.35343  1.23962  -1.42495
H  4.35420  0.32213  -3.39306
H  5.73225  -0.61345  -3.04573
H  6.46828  0.56980  -4.90961
H  7.39355  1.18659  -3.46481
H  7.38252  3.79430  -3.89446
H  6.11020  4.07433  -5.14903
H  7.39938  2.92218  -5.36829
C  -3.17446  -5.25791  -3.50817
O  -1.98220  -5.13152  -2.74147
C  -2.08021  -4.07266  -1.85190
C  -0.74464  -3.76668  -1.34220
N  0.07551  -3.30861  -2.46539
C  1.48089  -3.74273  -2.48525
C  1.87887  -4.40722  -3.75604
O  2.10803  -3.39609  -4.76862
C  2.22937  -3.98707  -6.14401
H  -4.08023  -5.16561  -2.86151
H  -3.22895  -6.18903  -4.07587
H  -3.25282  -4.30171  -4.13130
H  -2.73506  -4.42040  -1.01777
H  -2.49590  -3.10813  -2.25971
H  -0.33611  -4.60099  -0.81626
H  -0.72293  -2.91388  -0.58539
H  -0.38642  -3.63999  -3.26651
H  1.69346  -4.37756  -1.62845
H  2.15748  -2.88493  -2.30208
H  1.15359  -5.16451  -4.00706
H  2.86022  -4.97436  -3.59229
H  1.16862  -4.26454  -6.46171
H  2.87907  -4.87311  -6.16883
H  2.72864  -3.27641  -6.76304
C  -0.31369  4.93240  3.61546
O  -0.66072  6.00946  2.79673
C  0.02492  7.09699  3.24557
C  -0.64207  8.30319  2.72514
N  -0.65973  8.32162  1.28186
C  -2.02927  8.02323  0.80217
C  -2.16207  8.13382  -0.69043
O  -1.35775  7.11190  -1.28618
C  -1.48993  7.16496  -2.65889
H  -0.94600  4.08591  3.37033
H  -0.43780  5.27626  4.65653
H  0.76090  4.69224  3.48804
H  1.08016  7.10572  2.94888
H  -0.08457  7.14709  4.36187
H  -0.11740  9.17719  3.09029
H  -1.65025  8.29368  3.10348
H  -0.28677  9.18529  0.99128
H  -2.79100  8.68042  1.18188
H  -2.14875  7.04765  1.24082
H  -1.85797  9.03772  -1.23144
H  -3.22066  7.86595  -0.92145
H  -1.04849  8.04718  -3.08761
H  -2.57957  7.25226  -2.97637
H  -1.01040  6.29353  -3.11918
C  5.07403  -2.63773  2.32952
O  4.11522  -3.16799  1.39611
C  2.74994  -2.88728  1.79895
C  2.55385  -3.07499  3.26761
N  2.53970  -4.45207  3.77451
C  2.22275  -4.54783  5.20494
C  2.98747  -5.74411  5.86201
O  4.36359  -5.35311  5.76500
C  5.17549  -6.32537  6.28289
H  5.15253  -3.19177  3.27637
H  4.87858  -1.56334  2.56432
H  6.01002  -2.62511  1.84079
H  2.09765  -3.62213  1.36785
H  2.47658  -1.84357  1.50491
H  1.57315  -2.56592  3.46042
H  3.32324  -2.45218  3.76635
H  3.47579  -4.79929  3.51601
H  1.15188  -4.79603  5.15546
H  2.52989  -3.64397  5.79409
H  2.90274  -6.61709  5.19737
H  2.71833  -5.91517  6.86659
H  5.05052  -6.58889  7.36101
H  6.21451  -5.98938  6.21475
H  5.03928  -7.26129  5.81566
C  5.00589  -1.88835  6.23490
C  4.30679  -0.68128  6.64096
C  3.89440  0.13765  5.38150
C  2.78147  1.19847  5.64248
C  1.61047  0.58324  6.29900
C  2.00271  -0.15222  7.55934
N  3.02941  -1.16832  7.23162
O  3.35586  -1.90787  8.42864
C  2.24854  0.83350  8.68885
C  0.67404  -0.93495  8.00007
C  5.18485  0.12212  7.64859
H  5.52806  -2.41011  7.06780
H  5.81606  -1.60241  5.54269
H  4.32361  -2.67517  5.81037
H  4.81751  0.61560  4.95621
H  3.40370  -0.53585  4.56814
H  2.49696  1.62663  4.64055
H  3.23855  2.12041  6.17222
H  1.16527  -0.00427  5.47945
H  0.91607  1.31502  6.58178
H  1.37499  1.48969  8.78577
H  2.39352  0.23726  9.62711
H  3.12943  1.41651  8.55492
H  0.22092  -1.36660  7.12363
H  0.76127  -1.69899  8.80011
H  -0.05179  -0.29146  8.38708
H  6.16915  0.31869  7.23917
H  5.36876  -0.47788  8.59689
H  4.79121  1.12275  7.84304
H  3.59964  -1.28397  9.12992
C  -7.04928  0.92350  -0.96944
C  -6.86122  2.43110  -0.96730
C  -7.40615  2.92330  0.35627
C  -7.01029  4.32146  0.78071
C  -5.46540  4.39237  0.63107
C  -4.92942  4.16835  -0.77337
N  -5.34403  2.74258  -1.16159
O  -4.82183  2.64113  -2.50702
C  -5.38682  5.26314  -1.70629
C  -3.40843  4.10555  -0.77624
C  -7.71850  2.94674  -2.10486
H  -8.06162  0.65125  -0.72524
H  -6.36723  0.49622  -0.17162
H  -6.69767  0.46490  -1.87818
H  -8.50789  2.78360  0.37644
H  -7.06860  2.25552  1.15929
H  -7.25571  4.49131  1.80454
H  -7.44987  5.08499  0.11484
H  -5.04962  3.58430  1.26121
H  -5.09104  5.31004  1.02408
H  -4.64705  6.04414  -1.60464
H  -5.29930  5.00287  -2.75096
H  -6.42896  5.62057  -1.53258
H  -2.99285  3.13741  -0.40839
H  -3.06169  4.20812  -1.81125
H  -2.95012  4.88159  -0.14710
H  -8.62739  2.35031  -2.19034
H  -7.14744  2.76964  -3.04167
H  -8.04296  3.98398  -2.03383
H  -4.46371  1.74470  -2.60869
C  -3.14974  0.01136  -7.02072
C  -2.19009  1.21289  -7.07784
C  -2.22928  1.99482  -8.49829
C  -3.56019  2.69465  -8.75388
C  -3.93687  3.66606  -7.64173
C  -3.83284  3.04908  -6.25831
N  -2.52447  2.32442  -6.14735
O  -2.51433  1.69066  -4.82802
C  -3.74566  4.25479  -5.23920
C  -5.04917  2.18866  -5.81944
C  -0.70684  0.85320  -6.88719
H  -4.12662  0.30059  -7.34209
H  -3.17954  -0.51167  -6.05297
H  -2.71759  -0.69867  -7.66618
H  -1.47526  2.77617  -8.45432
H  -1.83458  1.27596  -9.23333
H  -4.41482  2.02646  -8.97940
H  -3.48868  3.33569  -9.65872
H  -4.97959  3.85113  -7.86670
H  -3.47247  4.63956  -7.68444
H  -4.70394  4.69155  -5.36965
H  -3.56843  3.95173  -4.22743
H  -2.91793  4.96060  -5.50459
H  -6.02858  2.58463  -6.08404
H  -5.00254  1.20203  -6.21138
H  -5.08716  2.11971  -4.73435
H  -0.43418  -0.10777  -7.28656
H  -0.54041  0.85445  -5.85459
H  -0.00851  1.60035  -7.29401
H  -2.96221  0.86793  -4.95393
C  -2.14527  -3.87580  6.51650
C  -2.30112  -4.20138  4.99216
C  -1.34195  -3.34492  4.16390
C  -1.28900  -3.76162  2.69150
C  -0.79764  -5.21381  2.66375
C  -1.78309  -6.09722  3.47521
N  -1.93589  -5.56048  4.82940
O  -2.81971  -6.37673  5.62012
C  -3.14647  -6.39366  2.67342
C  -1.11574  -7.45051  3.66090
C  -3.76241  -3.90189  4.60638
H  -2.49517  -2.86516  6.71676
H  -1.05935  -3.96340  6.88806
H  -2.79056  -4.54251  7.09582
H  -1.54917  -2.27304  4.24780
H  -0.29401  -3.40887  4.54791
H  -0.55435  -3.05841  2.21320
H  -2.23970  -3.66726  2.07478
H  0.21768  -5.21642  3.08985
H  -0.70757  -5.53109  1.63750
H  -2.78388  -7.03322  1.83961
H  -3.86028  -6.97219  3.28038
H  -3.58622  -5.52768  2.15227
H  -0.67909  -7.66614  2.70464
H  -0.33499  -7.33189  4.41663
H  -1.85743  -8.18247  3.96718
H  -3.94807  -3.89327  3.57323
H  -4.08219  -2.92855  4.89739
H  -4.45855  -4.57178  5.10113
H  -2.17939  -6.55260  6.35574

# 2
Below is a molecular structure, C2H3CoLiO4 at a distorted geometry, with properties calculated with ωB97M-V with the def2-TZVPD basis set.

Properties
HOMO-LUMO gap (spin up / spin down)	7.450 / 6.611	eV
2S+1	4
max |F|	5.4	eV/A
net charge	0
molar mass	156.9	g/mol
HOMO energy (spin up / spin down)	-8.75 / -7.86	eV
<S²>	3.8345

Geometry (Å):
O  -0.34232  -1.28025  0.05461
C  -1.53997  -1.01427  0.02700
C  -2.00608  0.40681  -0.00773
O  -0.97970  1.30341  -0.00769
O  4.26503  0.93292  -0.76957
O  4.29412  0.89892  0.75347
Co  0.66320  0.48305  0.03438
Li  3.31247  -0.87566  -0.05713
H  -2.28787  -1.82797  0.01373
H  -2.70426  0.50260  0.85756
H  -2.67463  0.47046  -0.89864

# 3
Below is a single C19H29ClN2O4S molecule, with properties calculated with ωB97M-V with the def2-TZVPD basis set.

Properties
HOMO-LUMO gap	9.892	eV
2S+1	1
max |F|	0.9	eV/A
net charge	0
molar mass	417.0	g/mol
relative energy (zero: lowest compared OMol25 entry of this formula, charge and spin)	0.0607	eV
HOMO energy	-9.37	eV

Geometry (Å):
C  3.77431  1.57438  -2.47786
C  4.38482  0.32413  -1.86222
O  4.80876  0.61961  -0.54372
C  5.77549  -0.26287  -0.01798
C  5.25591  -1.66636  0.31491
C  4.24538  -1.66111  1.46620
N  3.08847  -0.84609  1.17561
C  1.95433  -1.38027  0.67438
O  1.78509  -2.58026  0.57314
C  0.85348  -0.39457  0.27665
C  1.10722  1.07274  0.61273
C  -0.06936  1.93111  0.14694
C  -1.37598  1.47791  0.79770
C  -2.54076  2.35455  0.32044
N  -3.78208  1.99855  0.96808
S  -5.14665  1.75006  0.04777
O  -5.00384  2.37206  -1.23729
O  -6.26623  2.08413  0.87705
C  -5.07872  -0.02359  -0.16706
C  -4.62609  -0.55450  -1.35852
C  -4.51121  -1.92717  -1.49588
C  -4.85507  -2.74434  -0.42738
Cl  -4.70815  -4.45273  -0.58737
C  -5.31984  -2.20948  0.76774
C  -5.42939  -0.83606  0.89387
C  -1.62606  0.00471  0.47775
C  -0.45322  -0.85426  0.93451
H  4.50148  2.38190  -2.47566
H  3.47172  1.36899  -3.50075
H  2.90437  1.89265  -1.91042
H  5.24751  -0.00229  -2.46078
H  3.64517  -0.48984  -1.85250
H  6.13444  0.22462  0.89347
H  6.61693  -0.34867  -0.72255
H  6.10677  -2.28906  0.59344
H  4.78865  -2.10630  -0.56721
H  3.88534  -2.67701  1.64452
H  4.71931  -1.27837  2.37527
H  3.27874  0.13447  1.04140
H  0.73769  -0.49475  -0.80998
H  1.22771  1.18497  1.69280
H  2.01488  1.43448  0.12461
H  0.12370  2.97795  0.39193
H  -0.16747  1.85620  -0.93855
H  -1.28770  1.58878  1.88399
H  -2.30075  3.41164  0.48497
H  -2.70490  2.21232  -0.74974
H  -3.98019  2.46056  1.83864
H  -4.37967  0.11591  -2.16641
H  -4.15949  -2.36378  -2.41719
H  -5.58874  -2.86333  1.58220
H  -5.79344  -0.38129  1.80096
H  -1.76666  -0.11032  -0.59949
H  -2.54212  -0.32541  0.96965
H  -0.34630  -0.78427  2.01959
H  -0.62756  -1.90100  0.68362

# 4
Below is a molecular structure, C24H29N7O5SeV at a distorted geometry, with properties calculated with ωB97M-V with the def2-TZVPD basis set.

Properties
HOMO-LUMO gap (spin up / spin down)	6.403 / 6.940	eV
2S+1	4
max |F|	2.5	eV/A
net charge	0
molar mass	625.4	g/mol
relative energy (zero: lowest compared OMol25 entry of this formula, charge and spin)	0.4729	eV
HOMO energy (spin up / spin down)	-6.52 / -7.17	eV
<S²>	3.7623

Geometry (Å):
V  -1.23877  -1.43270  -0.24671
N  -3.31393  -1.28026  -0.30774
C  -3.73519  -0.04714  0.42168
C  -2.81652  0.13953  1.64559
O  -3.24149  0.65240  2.69471
N  -1.58435  -0.28133  1.39732
C  -0.70831  -0.74162  2.43258
C  -0.32603  -2.19757  2.05460
O  0.77526  -2.67264  2.30526
O  -1.26596  -2.80518  1.40176
H  -3.72922  -1.29588  -1.23454
H  -3.66150  -2.09041  0.20175
H  -4.77690  -0.09654  0.74090
H  -3.60697  0.80556  -0.24170
H  -1.18373  -0.78983  3.42054
H  0.21159  -0.15600  2.52503
C  -0.14342  -6.59181  -2.36846
N  -0.34844  -5.16363  -2.40302
C  -0.51037  -4.36401  -3.59464
C  -0.85842  -2.99374  -2.99734
O  -1.10052  -1.99817  -3.64513
N  -0.86464  -3.10718  -1.63075
C  -0.58777  -4.38800  -1.32509
N  -0.55495  -4.82413  -0.08515
H  -0.10175  -6.96382  -3.38877
H  -0.96518  -7.09867  -1.85566
H  0.79839  -6.84960  -1.87833
H  -1.32406  -4.71796  -4.23142
H  0.40412  -4.29753  -4.18734
H  -0.71541  -4.10099  0.66946
H  -0.24905  -5.75724  0.12276
C  1.10744  4.25312  0.15307
N  0.36508  3.63009  1.22214
C  -0.92469  3.21679  1.16183
Se  -2.05091  3.28979  -0.27471
N  -1.26020  2.75120  2.38640
C  -0.16396  2.81128  3.23244
C  0.02009  2.42984  4.55176
C  1.27919  2.63343  5.09692
C  2.31461  3.20015  4.35359
C  2.13066  3.58456  3.03342
C  0.87350  3.37780  2.48997
H  0.41033  4.48749  -0.64776
H  1.88352  3.58018  -0.21820
H  1.56627  5.17005  0.52466
H  -2.12936  2.24337  2.57007
H  -0.78344  1.98428  5.12194
H  1.46634  2.34296  6.12196
H  3.28204  3.34025  4.81739
H  2.93515  4.01809  2.45407
C  -0.75284  1.23350  -3.17705
C  0.10425  0.70146  -2.07060
O  -0.31074  -0.16125  -1.35024
C  1.48524  1.21115  -1.85545
C  2.18392  0.84537  -0.70759
C  3.46610  1.31783  -0.48918
C  4.07318  2.14991  -1.41981
C  3.38678  2.51528  -2.56985
C  2.09813  2.05550  -2.77927
H  -1.78932  1.05361  -2.90958
H  -0.53971  0.69365  -4.10239
H  -0.60696  2.29991  -3.33748
H  1.71481  0.19536  0.01951
H  3.99213  1.03252  0.41258
H  5.07740  2.51500  -1.24804
H  3.85359  3.16148  -3.30149
H  1.56585  2.34109  -3.67718